ORCA calculation (ωB97M-V with the def2-TZVPD basis set) on 2 unconnected molecules or ions with the total composition C2H3NS at a distorted geometry.

Structure (SMILES) ... C#C.N=S
LUMO energy (spin up / spin down) ... -1.0 / -1.0 eV
Charge ... 0
Gap between HOMO and LUMO (spin up / spin down) ... 0.2726 / 0.2725 Eh
2S+1 ... 1
ΔE to the lowest compared entry with this formula, charge and spin ... 4.064 eV
Total energy ... -530.78536 Ha

```
7
C2H3NS (ωB97M-V with the def2-TZVPD basis set)
C 0.387 -0.617 -1.385
C -0.695 -0.945 -0.970
N 0.186 0.632 1.651
S -0.696 1.753 1.151
H 1.368 -0.376 -1.443
H -1.706 -1.356 -0.883
H 1.157 0.909 1.879
```

***

ORCA calculation (ωB97M-V with the def2-TZVPD basis set) on a molecular structure, CHFI2 at a distorted geometry.

LUMO energy (spin up / spin down) ... -0.4 / -2.4 eV
Charge ... 0
Gap between HOMO and LUMO (spin up / spin down) ... 0.2784 / 0.2700 Eh
2S+1 ... 3
ΔE to the lowest compared entry with this formula, charge and spin ... 1.868 eV
Total energy ... -733.74693 Ha

```
5
CHFI2 (ωB97M-V with the def2-TZVPD basis set)
C -0.127 -0.080 0.117
F -0.811 -0.232 1.183
I 0.937 -1.752 -0.412
I -1.332 0.819 -1.525
H 1.332 1.246 0.637
```

***

ORCA calculation (ωB97M-V with the def2-TZVPD basis set) on 2 unconnected molecules or ions with the total composition C19H40N2O3P.

LUMO energy ... -3.2 eV
Charge ... +1
Gap between HOMO and LUMO ... 0.2914 Eh
2S+1 ... 1
Total energy ... -1424.25859 Ha

```
65
C19H40N2O3P (ωB97M-V with the def2-TZVPD basis set)
C 6.956 0.600 1.068
C 5.502 0.360 0.656
P 5.185 1.013 -1.037
C 5.346 2.831 -0.773
C 4.780 3.436 0.513
C 3.336 0.869 -1.039
C 2.612 1.271 -2.344
C 1.300 0.591 -2.152
N 1.387 -0.375 -1.316
C 0.297 -1.215 -0.820
C -0.135 -0.868 0.620
C -1.623 -0.524 0.712
C -1.999 0.804 0.066
N -1.577 1.959 0.879
C -2.525 3.087 0.719
C -0.267 2.435 0.569
C 0.524 2.884 1.764
O 0.170 2.487 -0.557
C 2.807 -0.554 -0.905
H 7.649 0.158 0.349
H 7.172 1.666 1.157
H 7.160 0.146 2.040
H 4.813 0.812 1.378
H 5.288 -0.713 0.627
H 4.879 3.294 -1.650
H 6.414 3.050 -0.846
H 3.774 3.077 0.740
H 4.718 4.523 0.429
H 5.416 3.218 1.372
H 2.882 1.501 -0.266
H 3.100 0.851 -3.235
H 2.467 2.343 -2.481
H 0.353 0.849 -2.610
H -0.531 -1.124 -1.524
H 0.654 -2.246 -0.864
H 0.459 -0.046 1.031
H 0.072 -1.739 1.245
H -1.915 -0.454 1.762
H -2.216 -1.324 0.257
H -3.087 0.857 -0.011
H -1.625 0.874 -0.965
H -3.380 2.930 1.377
H -2.043 4.026 1.003
H -2.867 3.180 -0.317
H 1.273 3.617 1.467
H 1.010 2.021 2.227
H -0.142 3.312 2.513
H 2.947 -1.103 0.023
H 3.259 -1.156 -1.707
C -6.551 -1.907 -0.603
O -5.236 -2.165 -0.135
C -5.206 -2.885 1.088
C -4.877 -4.346 0.876
O -5.903 -5.017 0.173
C -5.620 -5.244 -1.194
H -6.462 -1.499 -1.607
H -7.148 -2.821 -0.638
H -7.057 -1.175 0.034
H -6.163 -2.795 1.611
H -4.435 -2.432 1.721
H -4.768 -4.828 1.852
H -3.924 -4.437 0.343
H -4.823 -5.986 -1.312
H -5.328 -4.321 -1.704
H -6.529 -5.632 -1.649
```

***

ORCA calculation (ωB97M-V with the def2-TZVPD basis set) on a molecular structure, C6CsF18N3O12S6 at a distorted geometry.

LUMO energy (spin up / spin down) ... 1.7 / -3.3 eV
Charge ... -1
Gap between HOMO and LUMO (spin up / spin down) ... 0.3185 / 0.1337 Eh
2S+1 ... 2
ΔE to the lowest compared entry with this formula, charge and spin ... 0.256 eV
Total energy ... -5502.49031 Ha

```
46
C6CsF18N3O12S6 (ωB97M-V with the def2-TZVPD basis set)
Cs -1.476 0.951 -1.005
C -0.352 0.456 4.750
F 0.134 -0.759 5.299
F -1.517 0.898 5.279
F 0.570 1.433 4.889
S -0.716 0.188 2.842
O -1.766 1.093 2.440
O 0.556 0.410 2.180
N -1.454 -1.425 2.832
S -0.676 -2.239 1.778
O -0.802 -1.580 0.417
O 0.622 -2.658 2.194
C -1.679 -3.892 1.668
F -2.719 -3.909 2.554
F -2.223 -3.949 0.484
F -0.853 -4.874 1.869
C 3.195 -6.640 -2.437
F 1.855 -6.882 -2.459
F 3.710 -7.734 -1.934
F 3.574 -6.211 -3.675
S 3.596 -5.133 -1.206
O 3.191 -5.522 0.141
O 5.024 -4.940 -1.376
N 2.833 -3.832 -1.993
S 2.092 -3.072 -0.885
O 0.848 -3.787 -0.639
O 2.926 -2.660 0.242
C 1.702 -1.482 -1.929
F 0.986 -0.681 -1.231
F 2.836 -0.738 -2.279
F 0.949 -1.779 -3.092
C 1.220 5.620 -1.243
F 1.281 6.887 -0.616
F 1.162 5.751 -2.557
F 2.268 4.881 -0.947
S -0.394 4.523 -0.931
O -0.442 3.533 -2.021
O -0.278 3.925 0.374
N -1.655 5.796 -1.071
S -3.046 4.974 -0.850
O -3.256 4.017 -1.912
O -3.231 4.359 0.471
C -4.420 6.443 -1.087
F -5.636 5.894 -0.723
F -4.256 7.440 -0.237
F -4.283 6.908 -2.364
```

***

ORCA calculation (ωB97M-V with the def2-TZVPD basis set) on a single C5H8N2 molecule.

Structure (SMILES) ... CC/N=C/N1C=C1
LUMO energy ... 1.1 eV
Charge ... 0
Gap between HOMO and LUMO ... 0.3502 Eh
2S+1 ... 1
ΔE to the lowest compared entry with this formula, charge and spin ... 4.347 eV
Total energy ... -304.67573 Ha

```
15
C5H8N2 (ωB97M-V with the def2-TZVPD basis set)
C -2.373 0.076 0.277
C -1.301 0.020 -0.809
N -0.011 -0.169 -0.195
C 2.122 -0.860 0.971
C 3.072 -0.422 0.243
N 2.027 0.588 0.529
C 0.885 0.719 -0.290
H -3.375 0.103 -0.164
H -2.296 -0.804 0.926
H -2.242 0.966 0.904
H -1.344 0.925 -1.437
H -1.491 -0.843 -1.460
H 1.480 -1.538 1.508
H 4.067 -0.426 -0.163
H 0.779 1.663 -0.840
```

***

ORCA calculation (ωB97M-V with the def2-TZVPD basis set) on a gas-phase ion, C5H10N (charge +2) at a distorted geometry.

LUMO energy (spin up / spin down) ... -11.6 / -13.9 eV
Charge ... +2
Gap between HOMO and LUMO (spin up / spin down) ... 0.3575 / 0.2784 Eh
2S+1 ... 2
ΔE to the lowest compared entry with this formula, charge and spin ... 1.223 eV
Total energy ... -250.41164 Ha

```
16
C5H10N (ωB97M-V with the def2-TZVPD basis set)
C 1.028 0.838 -1.225
C -0.372 0.987 -0.456
C -0.280 0.108 0.785
C -0.103 0.475 2.098
C -0.428 -1.822 -0.632
N -0.511 -1.300 0.539
H 1.792 0.666 -0.510
H 1.350 1.756 -1.729
H 0.940 0.150 -2.032
H -1.313 0.619 -0.992
H -0.572 1.986 -0.153
H 0.284 1.493 2.335
H -0.647 -0.062 2.904
H -0.020 -2.802 -0.887
H -0.670 -1.217 -1.487
H -0.479 -1.874 1.442
```

***

ORCA calculation (ωB97M-V with the def2-TZVPD basis set) on a gas-phase ion, H2NOS2 (charge -1) at a distorted geometry.

Structure (SMILES) ... N=[S@@H]([O-])=S
LUMO energy ... 3.8 eV
Charge ... -1
Gap between HOMO and LUMO ... 0.2859 Eh
2S+1 ... 1
ΔE to the lowest compared entry with this formula, charge and spin ... 1.607 eV
Total energy ... -927.52723 Ha

```
6
H2NOS2 (ωB97M-V with the def2-TZVPD basis set)
N 0.915 -0.717 -0.520
O 0.030 1.980 0.127
S -1.948 -0.256 0.237
S -0.070 0.287 0.126
H 0.484 -1.322 -1.246
H 0.588 0.029 1.276
```

***

ORCA calculation (ωB97M-V with the def2-TZVPD basis set) on 2 unconnected molecules or ions with the total composition C6H16O2 at a distorted geometry.

Structure (SMILES) ... CC(C)OC(C)C.O
LUMO energy ... 0.8 eV
Charge ... 0
Gap between HOMO and LUMO ... 0.3794 Eh
2S+1 ... 1
ΔE to the lowest compared entry with this formula, charge and spin ... 1.669 eV
Total energy ... -388.61938 Ha

```
24
C6H16O2 (ωB97M-V with the def2-TZVPD basis set)
C 0.264 -0.301 -1.270
C -1.119 0.341 0.607
C -0.995 1.390 1.697
C 1.339 -1.350 -1.503
C 0.520 0.986 -2.039
C -1.787 -0.934 1.093
H -0.711 -0.721 -1.544
H -1.674 0.755 -0.242
H -1.985 1.672 2.057
H -0.496 2.279 1.311
H -0.402 0.998 2.522
H 1.392 -1.600 -2.565
H 2.304 -0.983 -1.168
H 1.111 -2.261 -0.951
H 0.566 0.783 -3.109
H 1.467 1.422 -1.719
H -0.274 1.711 -1.866
H -1.233 -1.353 1.932
H -2.807 -0.723 1.416
H -1.843 -1.678 0.301
O 0.417 0.029 0.287
O 2.208 -0.377 1.801
H 2.457 0.552 1.779
H 1.281 -0.636 1.175
```